# 1
Density functional theory data (ωB97M-V/def2-TZVPD) for a molecular structure, C4H5N3O.

```
! RIJCOSX wB97M-V def2-TZVPD def2/J DEFGRID3
* xyz 0 1
C 0.56 -0.47 0.44
C -1.31 -0.24 -0.50
C -0.80 1.62 -0.82
C 0.00 0.28 -0.55
H 2.46 -0.01 0.06
H 2.35 -0.84 1.55
H 0.07 -2.37 0.89
H -0.58 2.01 -1.74
H -0.82 2.55 -0.11
N 1.92 -0.65 0.65
N -0.30 -1.52 0.73
N -1.50 -1.28 0.24
O -2.06 0.92 -0.84
*
```

Calculated values
- lowest unoccupied orbital energy (eV) = 0.62
- orbital gap (Ha) = 0.33149
- energy relative to the best compared isomer or geometry (same formula, charge and spin) (kcal per mole) = 111.4
- F_max (eV Å⁻¹) = 4.7

Here are the natural (NBO) charges for atoms 1 to 6, given in e: C 0.332; C 0.458; C -0.045; C -0.322; H 0.396; H 0.391

# 2
Density functional theory data (ωB97M-V/def2-TZVPD) for a single C3H4FNO2S molecule.

```
! RIJCOSX wB97M-V def2-TZVPD def2/J DEFGRID3
* xyz 0 1
C 0.34 0.03 0.11
C -0.91 -0.60 -0.49
C -1.04 -1.96 -0.12
N -1.08 -3.07 0.20
S -2.42 0.24 0.09
O -2.67 0.24 1.52
O -3.46 -0.16 -0.84
F -2.05 1.80 -0.32
H 0.04 -0.04 1.19
H 1.14 -0.78 -0.17
H 0.56 1.03 -0.16
H -0.91 -0.64 -1.65
*
```

Calculated values
- lowest unoccupied orbital energy (eV) = 0.22
- SMILES string = C[C@@H](C#N)S(=O)(=O)F
- orbital gap (Ha) = 0.45986
- energy relative to the best compared isomer or geometry (same formula, charge and spin) (kcal per mole) = 20.6
- F_max (eV Å⁻¹) = 3.7

Here are the natural (NBO) charges for atoms 1 to 6, given in e: C -0.600; C -0.559; C 0.233; N -0.228; S 2.329; O -0.842

# 3
Density functional theory data (ωB97M-V/def2-TZVPD) for a single C6H7Cl2N molecule.

```
! RIJCOSX wB97M-V def2-TZVPD def2/J DEFGRID3
* xyz 0 1
C 0.05 0.54 -1.39
C 1.30 -0.15 -1.60
N 2.13 -0.41 -0.67
C 1.84 -0.28 0.66
C 0.61 -0.44 1.18
C -0.62 -0.42 0.38
Cl -1.23 -2.02 -0.05
C -1.71 0.46 0.92
Cl -2.97 0.83 -0.30
H 0.11 1.52 -0.93
H -0.72 0.43 -2.13
H 1.56 -0.51 -2.59
H 2.71 -0.24 1.29
H 0.49 -0.66 2.23
H -1.32 1.42 1.26
H -2.22 -0.05 1.74
*
```

Calculated values
- lowest unoccupied orbital energy (eV) = -0.14
- SMILES string = C=C/N=C\C=C(\Cl)CCl
- orbital gap (Ha) = 0.31870
- energy relative to the best compared isomer or geometry (same formula, charge and spin) (kcal per mole) = 47.1
- F_max (eV Å⁻¹) = 3.9

Here are the natural (NBO) charges for atoms 1 to 6, given in e: C -0.422; C 0.115; N -0.426; C 0.017; C -0.329; C 0.005

# 4
Density functional theory data (ωB97M-V/def2-TZVPD) for 2 unconnected molecules or ions with the total composition C2H7IN3.

```
! RIJCOSX wB97M-V def2-TZVPD def2/J DEFGRID3
* xyz 1 1
C -0.39 -0.22 0.18
C -1.67 -0.26 0.93
N 0.29 0.90 0.28
N -0.03 -1.26 -0.56
N 1.42 1.22 -0.25
I 3.22 -0.05 -0.24
H -1.56 0.25 1.89
H -2.00 -1.28 1.09
H -2.43 0.27 0.37
H -0.59 -2.10 -0.56
H 0.81 -1.27 -1.11
H 1.23 1.65 -2.04
H 1.72 2.16 0.01
*
```

Calculated values
- lowest unoccupied orbital energy (spin up / spin down) (eV) = -6.40 / -5.97
- orbital gap (spin up / spin down) (Ha) = 0.28733 / 0.28989
- energy relative to the best compared isomer or geometry (same formula, charge and spin) (kcal per mole) = 96.2
- F_max (eV Å⁻¹) = 2.7

Here are the natural (NBO) charges for atoms 1 to 6, given in e: C 0.502; C -0.668; N -0.304; N -0.709; N -0.419; I 0.340

# 5
Density functional theory data (ωB97M-V/def2-TZVPD) for a molecular structure, C22H16F6N5O4PRu.

```
! RIJCOSX wB97M-V def2-TZVPD def2/J DEFGRID3
* xyz 1 2
Ru -0.10 0.17 0.14
O -2.42 -0.02 -3.20
C -2.06 0.10 -2.07
N -1.02 -0.67 -1.43
C -0.95 -1.97 -1.54
C -1.50 -2.80 -2.58
C -1.32 -4.13 -2.48
C -0.64 -4.74 -1.36
C -0.16 -4.03 -0.32
C -0.33 -2.61 -0.35
N -0.13 -1.73 0.61
C 0.37 -2.04 1.92
O 0.56 -3.15 2.33
C 0.61 -0.81 2.74
C 1.08 -0.91 4.03
C 1.31 0.27 4.74
C 1.06 1.48 4.13
C 0.60 1.51 2.82
N 0.37 0.38 2.15
C -2.69 0.97 -1.02
C -3.81 1.72 -1.30
C -4.35 2.49 -0.29
C -3.75 2.47 0.96
C -2.62 1.69 1.16
N -2.10 0.94 0.19
H -1.97 -2.33 -3.43
H -1.67 -4.77 -3.28
H -0.52 -5.81 -1.36
H 0.34 -4.50 0.52
H 1.27 -1.89 4.45
H 1.68 0.23 5.75
H 1.24 2.42 4.64
H 0.44 2.43 2.28
H -4.21 1.71 -2.31
H -5.22 3.11 -0.47
H -4.14 3.06 1.78
H -2.12 1.66 2.12
O 1.63 -1.94 -1.75
C 2.29 -1.04 -1.27
C 3.73 -0.73 -1.63
C 4.09 0.47 -0.76
C 2.89 0.67 0.13
O 2.81 1.41 1.08
N 1.84 -0.17 -0.30
H 3.79 -0.54 -2.70
H 4.33 -1.62 -1.42
H 4.21 1.39 -1.34
H 4.99 0.34 -0.15
F -0.14 1.81 -2.31
P 0.35 3.19 -1.58
F 1.85 2.66 -1.68
F 0.41 3.97 -2.94
F 0.24 2.27 -0.05
F -1.20 3.54 -1.33
F 0.79 4.41 -0.68
*
```

Calculated values
- lowest unoccupied orbital energy (spin up / spin down) (eV) = -5.92 / -5.93
- ⟨S²⟩ = 0.77
- orbital gap (spin up / spin down) (Ha) = 0.23511 / 0.22973
- energy relative to the best compared isomer or geometry (same formula, charge and spin) (kcal per mole) = 0.0
- F_max (eV Å⁻¹) = 0.5

Here are the natural (NBO) charges for atoms 1 to 6, given in e: Ru 1.104; O -0.460; C 0.694; N -0.445; C 0.405; C -0.269

# 6
Density functional theory data (ωB97M-V/def2-TZVPD) for 2 unconnected molecules or ions with the total composition C5H11N2S.

```
! RIJCOSX wB97M-V def2-TZVPD def2/J DEFGRID3
* xyz 1 1
C 3.05 -1.06 -0.73
C 1.77 -0.63 -0.95
C -0.97 -0.33 0.17
C -1.32 -1.37 1.08
C -1.76 1.88 -0.68
N 1.12 0.45 -0.33
N -1.87 0.62 0.06
S 1.60 1.31 0.87
H 3.47 -1.82 -1.28
H 3.71 -0.46 -0.05
H 1.26 -0.85 -1.86
H -2.23 -1.09 1.71
H -1.65 -2.40 0.58
H -0.55 -1.68 1.75
H -1.21 1.78 -1.61
H -1.15 2.54 -0.06
H -2.69 2.30 -0.83
H -2.78 0.39 0.38
H 2.22 0.41 1.77
*
```

Calculated values
- lowest unoccupied orbital energy (spin up / spin down) (eV) = -5.50 / -5.50
- orbital gap (spin up / spin down) (Ha) = 0.28239 / 0.26138
- energy relative to the best compared isomer or geometry (same formula, charge and spin) (kcal per mole) = 134.0
- F_max (eV Å⁻¹) = 4.6

Here are the natural (NBO) charges for atoms 1 to 6, given in e: C -0.306; C -0.075; C 0.493; C -0.787; C -0.420; N -0.571